(1)
Entry from the OMol25 dataset: C11H20FO7STl as an isolated structure at a distorted geometry (wB97M-V/def2-TZVPD).

Last column: natural (NBO) charge in e.
Cartesian coordinates (Å):
Tl (7.68573, -4.49758, 15.30350)  1.0097
F (9.84562, -6.18276, 14.66389)  -0.4891
O (14.06572, -10.24720, 11.34094)  -0.2824
C (12.94536, -9.88242, 11.54376)  0.7813
O (12.66423, -9.00907, 12.51248)  -0.3965
C (11.24424, -8.70463, 12.52418)  -0.0725
C (10.70270, -9.21901, 11.19955)  -0.4270
C (11.73403, -10.27040, 10.69821)  -0.4665
H (11.21150, -7.62497, 12.72740)  0.2440
H (10.78044, -9.20787, 13.37314)  0.2203
H (10.67291, -8.37474, 10.50678)  0.2412
H (9.72445, -9.67419, 11.32289)  0.2562
H (12.01034, -10.12368, 9.65955)  0.2804
H (11.30391, -11.23673, 10.94803)  0.2819
O (9.97369, -3.35894, 13.77863)  -0.3513
C (10.89334, -3.48126, 12.99367)  0.8189
O (10.83101, -2.93148, 11.80276)  -0.3944
C (12.02162, -3.23736, 11.03736)  -0.0802
C (13.07057, -3.67860, 12.05911)  -0.4430
C (12.25014, -4.08280, 13.27964)  -0.4770
H (12.34983, -2.32720, 10.54262)  0.2396
H (11.82880, -4.00748, 10.29455)  0.2104
H (13.77839, -2.90095, 12.34528)  0.2516
H (13.72236, -4.48821, 11.72879)  0.2575
H (12.54441, -3.70191, 14.25832)  0.3138
H (12.08989, -5.14936, 13.46675)  0.2730
O (10.30848, -4.13206, 16.84973)  -0.9316
S (11.63516, -4.64940, 17.13212)  2.3744
O (12.65402, -4.51156, 16.12295)  -0.9024
O (12.21182, -3.96143, 18.45686)  -0.6730
C (11.24397, -3.44772, 19.38777)  -0.0788
C (11.96247, -3.10437, 20.68395)  -0.6397
C (11.44100, -6.34132, 17.68907)  -0.8588
H (10.43775, -4.16571, 19.57681)  0.1870
H (10.77410, -2.57342, 18.92873)  0.2050
H (12.72272, -2.34139, 20.52367)  0.2353
H (12.49042, -3.95060, 21.13054)  0.2310
H (11.26933, -2.80421, 21.46846)  0.2440
H (11.17758, -6.95911, 16.83485)  0.2703
H (10.72318, -6.40038, 18.50475)  0.2630
H (12.39652, -6.64377, 18.11952)  0.2744

Frontier orbital gap in eV: 2.22
Total charge: +2
Energy above the lowest of the compared OMol25 structures with the same formula, charge and spin in kJ/mol: 33.2
2S+1: 1
LUMO in eV: -13.796

(2)
Entry from the OMol25 dataset: a 2-piece molecular cluster, C2H7NO overall at a distorted geometry (wB97M-V/def2-TZVPD).

Last column: natural (NBO) charge in e.
Cartesian coordinates (Å):
C (-1.06115, 1.14817, -0.98974)  -0.4944
N (-0.68122, 0.54319, 0.23453)  -0.2246
H (-2.14521, 1.13963, -1.09339)  0.2826
H (-0.56324, 2.11568, -0.98602)  0.3091
H (-0.66188, 0.60301, -1.84561)  0.2691
H (0.05411, -0.16111, 0.38852)  0.4220
H (-1.20150, 0.78286, 1.08026)  0.4166
O (2.38867, -1.01121, 0.14391)  -0.4381
C (1.55422, -1.55683, 0.80801)  0.1983
H (1.07934, -2.49927, 0.48471)  0.1468
H (1.23787, -1.10413, 1.77482)  0.1127

Frontier orbital gap (alpha / beta) in eV: 10.44 / 5.72
Total charge: +1
Energy above the lowest of the compared OMol25 structures with the same formula, charge and spin in kJ/mol: 179.1
2S+1: 2
LUMO (alpha / beta) in eV: -4.117 / -8.844

(3)
Entry from the OMol25 dataset: C27H26F3FeN9O4S as an isolated structure at a distorted geometry (wB97M-V/def2-TZVPD).

Last column: Mulliken spin population.
Cartesian coordinates (Å):
Fe (0.13204, 0.00857, -0.06461)  1.2233
N (1.31493, -3.67051, -1.90738)  0.0015
C (0.48127, -3.07524, -1.05247)  -0.0004
N (0.73978, -1.78223, -1.05018)  0.0364
C (1.75050, -1.65245, -1.93441)  0.0086
N (2.14626, -2.77129, -2.48891)  0.0008
C (2.28085, -0.30885, -2.15461)  -0.0190
C (3.23378, 0.03096, -3.10034)  0.0076
N (3.64157, 1.28767, -3.24206)  -0.0001
C (3.09165, 2.19373, -2.43568)  0.0020
C (2.13486, 1.85978, -1.48903)  -0.0002
N (1.73359, 0.60038, -1.35390)  -0.0198
H (1.39120, -4.64852, -2.13886)  -0.0003
H (-0.27228, -3.58298, -0.47065)  -0.0004
H (3.66371, -0.72232, -3.74881)  -0.0004
H (3.41901, 3.21913, -2.54951)  0.0000
H (1.67841, 2.59353, -0.83816)  -0.0023
C (3.25474, -2.45050, 1.23260)  -0.0006
C (2.94291, -1.09621, 1.76440)  -0.0019
N (1.97484, -0.27632, 1.38530)  0.0198
C (2.10145, 0.83576, 2.16259)  0.0089
C (3.14157, 0.71107, 3.02654)  -0.0009
N (3.66534, -0.51933, 2.75664)  0.0002
C (3.75374, 1.54657, 4.09289)  -0.0003
O (3.18693, 2.71579, 4.33160)  -0.0003
O (4.71914, 1.13219, 4.67908)  0.0000
C (1.15558, 1.91608, 1.93060)  0.0036
O (1.09610, 2.91850, 2.64863)  -0.0021
O (0.38220, 1.72968, 0.91274)  0.0032
H (2.42781, -2.79385, 0.62276)  0.0003
H (3.40669, -3.15914, 2.04638)  -0.0001
H (4.16233, -2.43295, 0.62674)  0.0001
H (4.47582, -0.88255, 3.23987)  0.0000
H (2.39217, 2.85660, 3.75949)  -0.0002
F (-2.90757, -3.31963, 2.74057)  -0.0001
C (-3.83232, -2.55957, 2.13422)  -0.0004
F (-4.98353, -3.25091, 2.13722)  0.0000
F (-4.02069, -1.47081, 2.90077)  -0.0001
C (-3.41747, -2.18467, 0.73602)  0.0042
C (-4.18462, -2.56089, -0.34523)  -0.0094
C (-3.80114, -2.19682, -1.63659)  0.0054
C (-2.64841, -1.46067, -1.77966)  0.0034
N (-1.89775, -1.10496, -0.73104)  0.0207
C (-2.24588, -1.43968, 0.50712)  0.0101
S (-1.11100, -0.84251, 1.67258)  -0.0522
H (-5.08774, -3.13274, -0.18357)  -0.0002
H (-4.38967, -2.47712, -2.49819)  0.0001
H (-2.30190, -1.12548, -2.75101)  0.0006
C (-2.40560, 2.98299, 2.89098)  -0.0002
N (-1.98900, 3.10184, 1.46708)  -0.0017
C (-2.08306, 4.50049, 0.99014)  0.0001
C (-2.73686, 2.12909, 0.61727)  -0.0140
C (-2.19554, 2.00707, -0.78164)  0.0169
C (-2.93928, 2.64815, -1.77723)  -0.0107
C (-2.62247, 2.55680, -3.12149)  0.0112
C (-1.53862, 1.79258, -3.50357)  -0.0161
C (-0.77355, 1.13805, -2.53985)  0.0300
C (-1.08291, 1.25177, -1.19203)  -0.2513
H (-1.78113, 3.64145, 3.48783)  -0.0002
H (-2.26332, 1.95076, 3.20358)  0.0004
H (-3.45340, 3.26316, 2.98025)  0.0001
H (-1.00332, 2.79649, 1.39731)  -0.0033
H (-3.11061, 4.84323, 1.09886)  0.0002
H (-1.78213, 4.54356, -0.05292)  -0.0005
H (-1.41868, 5.11289, 1.59455)  0.0001
H (-3.77293, 2.46695, 0.59557)  -0.0004
H (-2.68467, 1.17048, 1.12614)  -0.0026
H (-3.80752, 3.22717, -1.47813)  -0.0018
H (-3.22667, 3.06648, -3.85953)  -0.0002
H (-1.28495, 1.68648, -4.55158)  -0.0011
H (0.04745, 0.52625, -2.87526)  -0.0039

Frontier orbital gap (alpha / beta) in eV: 7.41 / 7.45
Total charge: +1
Energy above the lowest of the compared OMol25 structures with the same formula, charge and spin in kJ/mol: 94.6
2S+1: 2
LUMO (alpha / beta) in eV: -3.329 / -3.252

(4)
Entry from the OMol25 dataset: C4H11N3O as an isolated structure at a distorted geometry (wB97M-V/def2-TZVPD).

Last column: natural (NBO) charge in e.
Cartesian coordinates (Å):
C (-0.83248, -1.16781, -1.66297)  -0.2581
C (1.33212, -0.81087, 1.30363)  -0.6676
C (0.74946, -0.44867, -0.02394)  0.4980
C (1.29799, 0.54522, -0.85422)  -0.7818
O (-0.15595, -1.37374, -0.42816)  -0.5126
H (-0.14990, -1.25544, -2.51279)  0.1814
H (-1.58702, -1.94926, -1.72482)  0.1999
H (-1.31506, -0.18650, -1.68161)  0.1908
H (2.04743, -1.63229, 1.18379)  0.2232
H (1.84885, 0.04253, 1.73814)  0.2312
H (0.55322, -1.13928, 1.99133)  0.2282
H (1.18078, 0.43005, -1.92636)  0.2316
H (2.29896, 0.86087, -0.57771)  0.2394
N (-1.80735, 1.10771, 1.65561)  -0.6544
N (-0.77151, 1.19381, 0.73729)  -0.0462
N (-0.55559, 2.19890, 0.11495)  -0.3554
H (-2.53945, 1.79591, 1.49380)  0.3566
H (-2.13773, 0.15507, 1.72165)  0.3654
H (0.54323, 1.63380, -0.54760)  0.3305

Frontier orbital gap in eV: 8.30
Energy above the lowest of the compared OMol25 structures with the same formula, charge and spin in kJ/mol: 478.1
2S+1: 1
LUMO in eV: 0.898